Entry 1:
This record from OMol25 describes a 13-piece molecular cluster, C34H60Br18O12 overall at a distorted geometry. The level of theory is ωB97M-V/def2-TZVPD.

Last columns: bonded neighbours and bond lengths (Å).
Geometry (Å):
1 H 1.85 -5.70 0.12  C122 1.083
2 Br -3.72 -3.95 -1.07  C12 1.941
3 Br 2.77 -4.72 2.94  C53 1.957
4 H 2.14 -3.94 0.20  C122 1.082
5 C -0.03 1.96 6.79  C64 1.499, H68 1.082, H74 1.098, H83 1.092
6 C 2.63 -1.27 5.29  H18 1.087, H41 1.086, Br62 1.952, C111 1.519
7 H 2.12 6.72 0.62  C78 1.087
8 O 0.33 5.64 0.53  C78 1.426, C99 1.346
9 C -4.94 -3.44 -3.63  C12 1.497, Br59 1.944, H61 1.082, H115 1.084
10 O 0.83 -1.32 0.08  C35 1.353, C40 1.451
11 H -7.49 -1.17 0.07  C124 1.083
12 C -3.84 -2.96 -2.73  Br2 1.941, C9 1.497, H24 1.087, H96 1.089
13 C 1.39 -3.53 -3.86  Br28 1.940, H36 1.086, C48 1.499, H80 1.086
14 H 5.73 -3.66 0.11  C19 1.081
15 C 2.05 5.73 -2.49  H30 1.091, C44 1.503, H110 1.098, H116 1.090
16 H -6.00 1.17 1.44  C32 1.086
17 H -0.04 2.91 -6.34  C37 1.093
18 H 1.57 -1.45 5.10  C6 1.087
19 C 6.15 -2.72 -0.22  H14 1.081, C23 1.483, H34 1.082, Br114 1.949
20 O 0.94 0.37 1.52  C35 1.335, C94 1.465
21 O 0.14 0.28 -5.48  C49 1.349, C121 1.441
22 Br -4.66 -0.44 0.02  C32 1.956
23 C 7.03 -3.00 -1.38  C19 1.483, Br54 1.930, H60 1.091, H65 1.087
24 H -2.87 -2.93 -3.23  C12 1.087
25 H 3.22 -2.60 3.70  C111 1.086
26 H -0.13 2.92 -4.00  C106 1.087
27 O -0.52 0.96 -3.49  C49 1.340, C106 1.429
28 Br 0.77 -5.15 -4.72  C13 1.940
29 H -4.40 -1.57 2.75  C113 1.085
30 H 2.67 6.60 -2.67  C15 1.091
31 H -7.17 -1.06 1.80  C124 1.085
32 C -6.26 0.52 0.61  H16 1.086, Br22 1.956, H38 1.088, C124 1.510
33 C -2.29 1.11 4.22  O55 1.165, O86 1.344, O109 1.339
34 H 5.37 -1.99 -0.36  C19 1.082
35 C 1.53 -0.75 1.09  O10 1.353, O20 1.335, O47 1.197
36 H 0.56 -3.02 -3.38  C13 1.086
37 C 0.90 2.36 -6.37  H17 1.093, H46 1.087, H57 1.094, C121 1.512
38 H -6.50 1.18 -0.22  C32 1.088
39 Br 5.34 -1.36 4.40  C111 1.937
40 C -0.09 -0.35 -0.49  O10 1.451, H76 1.091, C85 1.513, C94 1.527
41 H 2.76 -0.23 5.55  C6 1.086
42 H -3.01 1.35 7.28  C91 1.085
43 O -0.90 -1.14 -4.13  C49 1.160
44 C 2.01 5.24 -1.07  C15 1.503, C78 1.551, O82 1.446, H120 1.088
45 H -1.06 0.11 6.46  C64 1.096
46 H 0.93 1.84 -7.33  C37 1.087
47 O 2.57 -1.21 1.48  C35 1.197
48 C 2.16 -2.68 -4.83  C13 1.499, Br69 1.946, H72 1.085, H108 1.087
49 C -0.46 -0.08 -4.33  O21 1.349, O27 1.340, O43 1.160
50 H -1.96 -0.31 -1.46  C85 1.093
51 C 4.55 1.53 1.26  Br52 1.936, H58 1.089, H87 1.091, C104 1.506
52 Br 6.17 1.56 2.31  C51 1.936
53 C 1.10 -4.78 1.92  Br3 1.957, H95 1.080, H112 1.081, C122 1.516
54 Br 6.09 -3.96 -2.76  C23 1.930
55 O -2.60 0.86 3.12  C33 1.165
56 C -3.32 2.70 -1.52  C66 1.521, Br73 1.964, H79 1.081, H103 1.084
57 H 1.71 3.09 -6.32  C37 1.094
58 H 3.90 0.71 1.58  C51 1.089
59 Br -4.85 -2.44 -5.29  C9 1.944
60 H 7.46 -2.10 -1.82  C23 1.091
61 H -4.90 -4.49 -3.89  C9 1.082
62 Br 3.06 -2.38 6.84  C6 1.952
63 H 1.06 7.17 -0.66  C78 1.097
64 C -1.13 1.17 6.17  C5 1.499, H45 1.096, C91 1.519, O109 1.449
65 H 7.92 -3.55 -1.10  C23 1.087
66 C -3.35 4.19 -1.84  C56 1.521, Br98 1.935, H100 1.083, H119 1.087
67 H 1.21 2.17 -3.18  C106 1.094
68 H 0.90 1.43 6.94  C5 1.082
69 Br 2.98 -1.13 -3.98  C48 1.946
70 H -4.45 -2.96 1.73  C113 1.086
71 Br -0.20 -4.45 -0.56  C122 1.964
72 H 2.97 -3.23 -5.29  C48 1.085
73 Br -4.55 1.73 -2.71  C56 1.964
74 H -0.37 2.30 7.78  C5 1.098
75 H -1.06 -1.86 -1.54  C85 1.083
76 H 0.37 0.04 -1.40  C40 1.091
77 Br 3.13 1.41 -1.15  C104 1.961
78 C 1.42 6.30 -0.10  H7 1.087, O8 1.426, C44 1.551, H63 1.097
79 H -2.36 2.25 -1.71  C56 1.081
80 H 2.00 -3.84 -3.01  C13 1.086
81 Br -5.38 -3.64 3.84  C113 1.952
82 O 1.00 4.21 -1.02  C44 1.446, C99 1.351
83 H 0.13 2.90 6.26  C5 1.092
84 Br -9.05 0.47 1.09  C124 1.961
85 C -1.36 -1.04 -0.90  C40 1.513, H50 1.093, H75 1.083, H92 1.089
86 O -3.18 1.47 5.16  C33 1.344, C91 1.424
87 H 3.97 2.43 1.50  C51 1.091
88 H 1.99 1.03 -5.02  C121 1.089
89 H -2.44 2.82 6.50  C91 1.098
90 Br -2.26 -4.78 3.19  C117 1.956
91 C -2.52 1.74 6.39  H42 1.085, C64 1.519, O86 1.424, H89 1.098
92 H -1.94 -1.35 -0.03  C85 1.089
93 H 5.46 0.58 -0.42  C104 1.087
94 C -0.22 0.64 0.67  O20 1.465, C40 1.527, H105 1.091, H123 1.084
95 H 0.48 -3.95 2.20  C53 1.080
96 H -4.04 -1.93 -2.45  C12 1.089
97 H -2.02 -2.47 2.30  C117 1.086
98 Br -1.94 4.74 -3.05  C66 1.935
99 C 0.02 4.52 -0.15  O8 1.346, O82 1.351, O107 1.176
100 H -4.30 4.50 -2.26  C66 1.083
101 H -2.48 -2.44 4.01  C117 1.087
102 H 3.14 -0.90 3.27  C111 1.088
103 H -3.65 2.55 -0.49  C56 1.084
104 C 4.85 1.46 -0.21  C51 1.506, Br77 1.961, H93 1.087, H118 1.083
105 H -1.07 0.39 1.31  C94 1.091
106 C 0.40 1.98 -3.90  H26 1.087, O27 1.429, H67 1.094, C121 1.527
107 O -0.94 3.87 0.04  C99 1.176
108 H 1.50 -2.34 -5.63  C48 1.087
109 O -1.05 1.18 4.72  C33 1.339, C64 1.449
110 H 1.06 6.04 -2.84  C15 1.098
111 C 3.45 -1.59 4.05  C6 1.519, H25 1.086, Br39 1.937, H102 1.088
112 H 0.65 -5.73 2.17  C53 1.081
113 C -4.14 -2.62 2.72  H29 1.085, H70 1.086, Br81 1.952, C117 1.498
114 Br 7.24 -2.18 1.30  C19 1.949
115 H -5.91 -3.18 -3.23  C9 1.084
116 H 2.30 4.91 -3.17  C15 1.090
117 C -2.70 -2.88 3.04  Br90 1.956, H97 1.086, H101 1.087, C113 1.498
118 H 5.34 2.34 -0.61  C104 1.083
119 H -3.18 4.77 -0.94  C66 1.087
120 H 2.99 4.93 -0.74  C44 1.088
121 C 0.98 1.41 -5.19  O21 1.441, C37 1.512, H88 1.089, C106 1.527
122 C 1.46 -4.74 0.44  H1 1.083, H4 1.082, C53 1.516, Br71 1.964
123 H -0.27 1.70 0.43  C94 1.084
124 C -7.35 -0.49 0.90  H11 1.083, H31 1.085, C32 1.510, Br84 1.961

- Lowest unoccupied orbital energy: -0.064 eV
- E_HOMO: -9.2 eV
- Frontier orbital gap: 9.162 eV
- F_max: 3.2 eV/A
- E_tot: -48566.76524 Ha

---

Entry 2:
This record from OMol25 describes a 7-piece molecular cluster, C34H60F3N3O11 overall at a distorted geometry. The level of theory is ωB97M-V/def2-TZVPD.

Last columns: bonded neighbours and bond lengths (Å).
Geometry (Å):
1 C -0.36 -0.94 3.91  N4 1.463, O101 1.218, C110 1.510
2 H -5.20 -2.71 2.89  C34 1.082
3 O -2.54 3.45 1.38  C21 1.358, H36 0.957
4 N -0.20 -1.68 2.66  C1 1.463, C45 1.466, C96 1.447
5 F -6.69 -0.50 3.56  C33 1.366
6 H -8.06 5.45 3.65  C105 1.091
7 C -1.96 -0.43 1.12  C30 1.534, C45 1.547, N51 1.486, H83 1.083
8 H -5.11 -2.05 4.49  C34 1.083
9 H -5.17 -2.64 -2.96  C53 1.087
10 H -0.04 2.24 0.02  C56 1.082
11 H -5.89 3.47 2.36  C100 1.092
12 C -2.50 -4.01 2.32  H37 1.086, C42 1.556, C58 1.515, H85 1.083
13 H -1.38 0.92 3.41  C110 1.082
14 O -4.29 -2.97 0.45  C71 1.208
15 H 5.03 -3.75 1.94  C31 1.091
16 H -0.54 1.92 1.65  C56 1.082
17 H 4.76 2.46 0.33  C106 1.088
18 H 1.31 3.37 -2.01  C95 1.089
19 H -0.32 -4.50 4.78  N104 1.007
20 C 7.85 2.04 -6.40  H28 1.091, H57 1.091, H73 1.087, C90 1.508
21 C -2.03 2.77 0.33  O3 1.358, C56 1.507, O70 1.207
22 H -3.76 -0.37 -5.69  C46 1.091
23 H 4.87 -1.45 -3.48  C47 1.091
24 O -5.96 4.03 5.39  C44 1.208
25 H -0.34 -4.16 2.49  C58 1.080
26 H -0.23 -0.05 -0.15  C30 1.082
27 H -6.47 5.98 3.06  C105 1.091
28 H 7.04 2.62 -5.96  C20 1.091
29 H -1.23 -5.64 2.76  C58 1.094
30 C -1.14 0.44 0.15  C7 1.534, H26 1.082, H43 1.083, C56 1.523
31 C 4.89 -2.86 1.33  H15 1.091, H35 1.092, H55 1.087, C84 1.508
32 H 6.02 0.20 -8.72  C102 1.087
33 C -5.42 -0.58 3.05  F5 1.366, C34 1.505, F77 1.362, F88 1.351
34 C -4.79 -1.89 3.47  H2 1.082, H8 1.083, C33 1.505, C62 1.529
35 H 5.23 -3.08 0.31  C31 1.092
36 H -2.02 3.28 2.16  O3 0.957
37 H -3.34 -4.33 2.93  C12 1.086
38 H 1.77 0.74 -3.93  C49 1.088
39 O 5.16 -0.68 2.25  C84 1.210
40 H 4.86 3.89 -0.73  C106 1.091
41 H 2.67 -0.10 2.16  C108 1.084
42 C -2.59 -2.46 2.18  C12 1.556, C45 1.546, C62 1.548, C71 1.541
43 H -1.72 0.55 -0.75  C30 1.083
44 C -6.43 4.22 4.30  O24 1.208, C100 1.508, C105 1.511
45 C -1.33 -1.71 1.72  N4 1.466, C7 1.547, C42 1.546, H61 1.090
46 C -3.79 0.06 -4.68  H22 1.091, H64 1.091, H80 1.087, C111 1.508
47 C 4.86 -0.81 -4.37  H23 1.091, H74 1.091, H87 1.087, C97 1.506
48 H -6.07 -1.28 -3.66  C53 1.091
49 C 2.40 -0.14 -4.02  H38 1.088, H78 1.091, C97 1.510, H103 1.091
50 H -0.70 0.82 5.01  C110 1.079
51 N -3.05 -1.03 0.31  C7 1.486, C71 1.413, H81 1.019
52 H 7.64 -1.00 2.41  C91 1.087
53 C -5.18 -1.90 -3.76  H9 1.087, H48 1.091, H109 1.091, C111 1.507
54 O -3.12 -1.21 -2.79  C111 1.208
55 H 3.83 -2.60 1.31  C31 1.087
56 C -0.86 1.86 0.62  H10 1.082, H16 1.082, C21 1.507, C30 1.523
57 H 8.41 2.68 -7.09  C20 1.091
58 C -1.23 -4.56 2.95  C12 1.515, H25 1.080, H29 1.094, N104 1.465
59 H -2.91 -0.87 3.60  C62 1.085
60 H 5.47 1.68 -7.91  C102 1.091
61 H -0.98 -2.28 0.86  C45 1.090
62 C -3.26 -1.89 3.45  C34 1.529, C42 1.548, H59 1.085, H98 1.079
63 O 7.60 -0.28 -6.84  C90 1.208
64 H -4.63 0.75 -4.62  C46 1.091
65 H 0.36 1.08 3.66  C110 1.081
66 H 6.84 1.74 -9.04  C102 1.091
67 H 1.11 0.66 1.91  C108 1.075
68 H 2.75 2.79 -2.88  C95 1.091
69 H -7.49 2.94 2.94  C100 1.092
70 O -2.50 2.93 -0.77  C21 1.207
71 C -3.46 -2.23 0.92  O14 1.208, C42 1.541, N51 1.413
72 H 7.60 -2.08 1.00  C91 1.091
73 H 8.52 1.70 -5.62  C20 1.087
74 H 4.63 -1.42 -5.24  C47 1.091
75 O 1.70 -2.55 1.74  C96 1.220
76 O 2.26 2.48 0.13  C82 1.212
77 F -4.73 0.49 3.52  C33 1.362
78 H 2.31 -0.75 -3.12  C49 1.091
79 H 2.71 4.44 -2.20  C95 1.091
80 H -2.87 0.60 -4.50  C46 1.087
81 H -2.77 -1.33 -0.62  N51 1.019
82 C 2.97 2.88 -0.76  O76 1.212, C95 1.505, C106 1.507
83 H -2.52 0.19 1.81  C7 1.083
84 C 5.69 -1.71 1.89  C31 1.508, O39 1.210, C91 1.510
85 H -2.63 -4.48 1.36  C12 1.083
86 H -6.93 6.25 4.76  C105 1.087
87 H 5.85 -0.37 -4.50  C47 1.087
88 F -5.53 -0.42 1.71  C33 1.351
89 H -1.89 -4.95 4.83  N104 1.008
90 C 7.30 0.85 -7.15  C20 1.508, O63 1.208, C102 1.509
91 C 7.18 -1.90 1.99  H52 1.087, H72 1.091, C84 1.510, H99 1.091
92 H 1.91 -0.22 0.61  C108 1.081
93 O 4.16 1.45 -4.25  C97 1.212
94 H -6.02 2.24 3.64  C100 1.083
95 C 2.40 3.41 -2.05  H18 1.089, H68 1.091, H79 1.091, C82 1.505
96 C 1.09 -1.53 2.01  N4 1.447, O75 1.220, C108 1.504
97 C 3.84 0.28 -4.22  C47 1.506, C49 1.510, O93 1.212
98 H -2.89 -2.43 4.30  C62 1.079
99 H 7.41 -2.75 2.63  C91 1.091
100 C -6.46 3.15 3.24  H11 1.092, C44 1.508, H69 1.092, H94 1.083
101 O -0.31 -1.57 4.95  C1 1.218
102 C 6.34 1.14 -8.28  H32 1.087, H60 1.091, H66 1.091, C90 1.509
103 H 2.07 -0.73 -4.88  C49 1.091
104 N -1.24 -4.32 4.40  H19 1.007, C58 1.465, H89 1.008
105 C -7.01 5.57 3.92  H6 1.091, H27 1.091, C44 1.511, H86 1.087
106 C 4.47 2.87 -0.64  H17 1.088, H40 1.091, C82 1.507, H107 1.091
107 H 4.90 2.26 -1.43  C106 1.091
108 C 1.71 -0.20 1.67  H41 1.084, H67 1.075, H92 1.081, C96 1.504
109 H -5.20 -2.41 -4.72  C53 1.091
110 C -0.53 0.56 3.98  C1 1.510, H13 1.082, H50 1.079, H65 1.081
111 C -3.95 -1.04 -3.66  C46 1.508, C53 1.507, O54 1.208

- Lowest unoccupied orbital energy: 0.243 eV
- E_HOMO: -8.8 eV
- SMILES: CC(=O)N(C(C)=O)[C@@H]1[C@@H](CCC(=O)O)NC(=O)[C@]1(CCN)CCC(F)(F)F.CC(C)=O.CC(C)=O.CC(C)=O.CC(C)=O.CC(C)=O.CC(C)=O
- Frontier orbital gap: 9.010 eV
- F_max: 1.8 eV/A
- E_tot: -2623.05715 Ha

---

> The highest E_HOMO belongs to which entry?

C34H60F3N3O11

---

> Look up the E_HOMO of the second one.

-8.8 eV